(1)
115
Properties=species:S:1:pos:R:3:forces:R:3 method="wB97M-V/def2-TZVPD" multiplicity=5 gap_ev="7.413 / 4.255" homo_ev="-10.46 / -10.59" e_lumo_ev="-3.05 / -6.33" charge=+1
Co 0.933 1.401 -0.046 -0.251 0.165 -0.661
O -1.310 1.982 2.065 -1.165 0.229 0.279
C -2.553 2.376 1.523 1.254 0.546 -0.818
C -3.465 3.080 2.272 -1.309 0.837 -0.528
C -4.658 3.516 1.627 0.695 -1.240 -0.495
C -4.888 3.270 0.259 -1.663 0.976 0.723
C -3.878 2.632 -0.452 -0.587 0.904 1.427
C -2.697 2.220 0.125 -0.255 -0.070 1.492
P -1.497 1.246 -0.793 0.154 -1.143 0.002
C -1.301 1.989 -2.421 -0.252 0.631 -1.095
C -1.811 3.259 -2.798 -0.064 -0.245 0.098
C -1.512 3.840 -4.066 0.633 -1.412 0.624
C -0.666 3.120 -4.915 0.741 -0.686 0.896
C -0.100 1.867 -4.500 -1.685 1.265 -1.251
C -0.515 1.253 -3.343 1.255 -0.329 0.193
C -2.602 -0.222 -1.106 0.356 0.047 1.368
C -3.087 -0.489 -2.384 0.925 0.235 1.054
C -4.002 -1.499 -2.556 -1.067 -1.049 -1.147
C -4.374 -2.259 -1.447 0.500 0.751 -0.606
C -3.838 -2.020 -0.193 -0.497 -1.011 1.090
C -2.982 -0.985 0.054 0.936 1.312 -2.118
C -1.324 0.883 2.890 0.303 -0.569 -0.205
C -2.466 0.267 3.362 0.833 -0.377 -0.466
C -2.282 -0.938 4.037 -1.736 -0.150 0.792
C -1.073 -1.492 4.336 1.362 1.984 -0.988
C 0.088 -0.848 3.852 -1.086 -0.058 -0.028
C -0.051 0.326 3.124 -0.097 0.028 -0.010
P 1.305 1.203 2.322 1.132 -1.444 -0.694
C 2.774 0.005 2.536 -2.949 1.100 -0.737
C 3.786 0.316 3.357 2.406 0.162 1.837
C 4.736 -0.658 3.742 -0.688 -0.765 -1.101
C 4.599 -1.930 3.127 0.083 0.698 0.497
C 3.569 -2.204 2.211 -0.038 -0.067 0.673
C 2.610 -1.244 1.954 0.952 0.155 -0.276
C 1.513 2.726 3.271 0.511 -1.230 -0.948
C 0.639 3.050 4.307 -0.892 -2.085 -0.491
C 0.785 4.281 4.800 0.822 3.078 2.854
C 1.828 5.175 4.364 -2.161 -0.271 1.446
C 2.638 4.854 3.327 0.395 -0.430 -0.493
C 2.502 3.563 2.785 -0.757 1.242 0.316
H -3.291 3.392 3.303 0.053 -0.506 -0.219
H -5.456 3.900 2.223 -0.196 0.602 0.298
H -5.930 3.640 -0.188 2.682 -1.056 0.766
H -3.980 2.514 -1.465 -0.475 -0.544 -2.335
H -2.518 3.727 -2.078 0.880 0.049 -0.817
H -1.875 4.803 -4.394 -0.284 -0.015 0.231
H -0.376 3.510 -5.887 -0.132 0.043 0.163
H 0.492 1.321 -5.221 0.236 0.005 0.081
H -0.063 0.224 -3.216 -0.862 1.273 0.655
H -2.620 0.055 -3.181 -0.443 0.147 -0.528
H -4.418 -1.723 -3.591 0.569 0.263 1.547
H -5.058 -3.057 -1.529 -0.683 -0.772 -0.305
H -4.111 -2.725 0.605 0.060 0.463 -0.236
H -2.544 -0.745 1.020 -0.209 -0.252 -0.164
H -3.424 0.649 3.072 -0.442 -0.029 0.232
H -3.149 -1.478 4.432 0.072 0.388 -0.269
H -1.039 -2.280 5.013 0.279 -1.547 0.680
H 1.060 -1.288 3.953 0.311 -0.081 0.331
H 3.903 1.325 3.742 -0.195 -0.101 0.150
H 5.510 -0.420 4.489 -0.366 -0.266 -0.594
H 5.272 -2.744 3.360 0.179 0.106 0.134
H 3.451 -3.209 1.804 0.218 0.288 -0.045
H 1.841 -1.402 1.227 -0.546 -0.223 -0.205
H -0.147 2.309 4.671 1.263 1.222 -0.490
H 0.235 4.608 5.736 0.400 -0.399 -1.447
H 1.876 6.112 4.916 0.205 -0.032 -0.393
H 3.329 5.593 2.934 0.174 -0.297 0.037
H 3.058 3.323 1.905 0.413 -0.463 -0.352
S -0.247 -6.898 -0.530 -0.888 0.310 -0.764
C -0.171 -5.096 -0.459 0.590 -0.265 0.874
C -0.571 -4.491 0.754 -0.545 -3.850 -2.158
C -0.434 -3.193 0.891 0.399 3.428 0.819
N 0.054 -2.369 -0.047 0.584 -0.789 -0.794
C 0.512 -2.970 -1.163 0.538 1.553 0.218
C 0.487 -4.324 -1.409 -1.070 -1.169 0.980
C -1.929 -7.069 -1.196 -0.445 -1.319 0.755
C -2.770 -8.102 -0.746 1.465 -0.168 1.414
C -4.097 -8.112 -1.085 -0.100 2.574 -0.514
N -4.632 -7.094 -1.775 -0.102 0.356 -1.163
C -3.835 -6.154 -2.338 0.043 -2.952 2.256
C -2.483 -6.173 -2.071 0.331 0.338 -0.110
H -1.068 -5.142 1.439 -0.035 -0.057 0.794
H -0.649 -2.756 1.857 -0.308 0.382 0.007
H 1.049 -2.329 -1.865 -0.414 0.128 0.184
H 0.909 -4.829 -2.254 0.244 0.243 -0.498
H -2.434 -8.751 0.072 0.033 -0.033 -0.600
H -4.838 -8.693 -0.609 -0.347 -1.203 0.326
H -4.338 -5.406 -2.851 -0.568 1.317 -1.109
H -1.805 -5.462 -2.434 0.454 1.321 -0.805
F -0.512 4.221 0.766 0.516 0.464 -0.341
C 0.432 4.518 -0.089 1.562 -0.578 -1.460
C 1.209 3.446 -0.701 -2.015 0.880 2.447
C 2.126 3.861 -1.590 -0.011 0.873 -0.695
F 2.699 2.948 -2.309 1.515 -0.651 -0.945
C 2.407 5.223 -1.895 -1.036 -0.046 0.742
F 3.424 5.647 -2.604 -0.692 -0.511 0.225
C 1.472 6.243 -1.403 2.053 -2.485 -0.267
F 1.684 7.390 -1.887 -0.033 2.880 -0.721
C 0.572 5.919 -0.477 -1.746 -1.979 1.150
F -0.361 6.711 -0.010 -0.089 0.945 0.122
C 4.175 -0.456 -3.867 1.460 1.390 -0.345
C 4.002 -1.080 -2.474 0.178 -0.155 0.421
C 3.687 -2.574 -2.613 1.329 0.085 1.643
C 5.290 -0.917 -1.630 -0.845 1.141 1.657
C 2.943 -0.394 -1.745 -1.337 0.861 0.730
C 2.090 0.241 -1.129 0.668 -0.542 -0.323
H 5.211 -0.684 -4.207 -0.575 0.229 0.123
H 4.045 0.678 -3.931 0.210 -1.506 0.501
H 3.540 -0.868 -4.623 -0.714 -0.406 -0.247
H 4.516 -3.014 -3.111 0.753 -0.546 -0.686
H 2.831 -2.759 -3.173 -1.630 -0.244 -1.035
H 3.620 -3.127 -1.650 -0.125 0.665 -0.352
H 6.168 -1.362 -2.035 0.671 -0.166 -0.894
H 5.185 -1.425 -0.637 -0.262 0.528 -0.680
H 5.436 0.186 -1.420 0.126 -1.250 -0.291

(2)
118
Properties=species:S:1:pos:R:3:forces:R:3 method="wB97M-V/def2-TZVPD" multiplicity=4 gap_ev="6.831 / 4.800" homo_ev="-11.92 / -12.80" e_lumo_ev="-5.09 / -8.00" charge=+2
Co -0.547 0.141 0.043 0.618 0.317 -0.330
C -0.332 -3.708 5.341 0.016 0.017 -0.013
C -1.658 -3.494 4.582 0.049 0.049 -0.049
C -2.766 -4.300 5.261 -0.022 -0.007 -0.022
C -1.446 -3.944 3.137 -0.033 -0.008 0.078
C -1.605 -5.259 2.710 -0.030 -0.089 -0.008
C -1.264 -5.651 1.421 0.000 -0.004 -0.010
C -0.728 -4.733 0.531 -0.012 -0.038 -0.026
C -0.571 -3.404 0.912 0.108 0.137 0.022
P 0.309 -2.163 -0.106 0.088 -0.391 0.074
C 2.070 -2.595 0.256 -0.109 0.091 -0.121
C 3.124 -1.848 -0.301 -0.088 0.202 -0.060
C 4.452 -2.231 -0.156 0.084 0.078 0.018
C 4.757 -3.345 0.604 0.029 -0.026 -0.008
C 3.743 -4.059 1.225 -0.006 -0.006 0.025
C 2.417 -3.689 1.045 -0.010 -0.033 0.008
C 0.030 -2.773 -1.817 -0.041 -0.079 0.068
C -1.282 -3.041 -2.225 0.077 0.029 -0.039
C -1.557 -3.441 -3.524 -0.015 0.020 0.073
C -0.524 -3.580 -4.443 -0.021 -0.005 -0.066
C 0.779 -3.323 -4.050 0.038 0.024 0.008
C 1.057 -2.924 -2.746 0.001 -0.002 -0.021
C -0.954 -3.044 2.204 -0.027 0.070 -0.037
O -0.807 -1.714 2.516 0.149 0.053 -0.039
C -1.559 -1.196 3.540 0.055 0.021 -0.106
C -1.843 0.165 3.466 -0.046 0.033 -0.141
C -2.479 0.763 4.554 -0.022 -0.009 -0.013
C -2.866 0.000 5.640 -0.008 0.007 0.041
C -2.638 -1.371 5.639 -0.033 -0.012 0.039
C -1.982 -2.001 4.589 -0.048 -0.091 0.090
P -1.458 1.162 1.975 -0.194 -0.096 0.429
C -3.062 1.877 1.483 -0.012 -0.015 -0.042
C -4.280 1.458 2.015 -0.007 -0.015 -0.028
C -5.473 1.971 1.518 -0.012 0.012 -0.009
C -5.460 2.903 0.490 -0.021 -0.001 0.016
C -4.248 3.325 -0.044 0.010 0.014 -0.005
C -3.056 2.812 0.443 0.059 -0.048 -0.078
C -0.556 2.520 2.795 0.131 -0.029 -0.051
C 0.663 2.191 3.390 -0.052 0.033 0.077
C 1.320 3.117 4.189 -0.255 -0.087 0.216
C 0.767 4.378 4.391 -0.394 -0.171 0.166
C -0.431 4.716 3.776 0.028 -0.061 0.130
C -1.092 3.790 2.976 -0.009 0.012 0.041
H -0.061 -4.767 5.339 -0.017 0.056 -0.003
H -0.433 -3.376 6.377 0.006 -0.017 -0.047
H 0.481 -3.144 4.877 -0.029 -0.026 0.023
H -2.517 -5.360 5.280 -0.007 0.028 0.010
H -3.723 -4.175 4.749 0.028 -0.012 0.027
H -2.886 -3.998 6.301 0.004 -0.012 -0.023
H -1.988 -6.004 3.395 0.022 0.038 -0.038
H -1.392 -6.684 1.122 0.005 0.064 0.016
H -0.420 -5.051 -0.458 -0.018 0.016 0.028
H 1.852 -0.381 -1.006 -0.066 0.047 0.090
H 5.217 -1.636 -0.636 -0.009 -0.025 0.016
H 5.788 -3.658 0.716 -0.038 0.049 0.004
H 3.981 -4.915 1.844 -0.026 0.017 -0.035
H 1.649 -4.274 1.529 -0.048 -0.020 -0.027
H -2.097 -2.961 -1.516 -0.014 -0.077 0.023
H -2.578 -3.660 -3.816 0.050 0.012 0.026
H -0.735 -3.901 -5.457 0.019 0.027 0.086
H 1.592 -3.445 -4.756 -0.041 0.016 0.059
H 2.087 -2.748 -2.468 0.023 -0.022 0.037
H -2.688 1.827 4.535 0.019 -0.034 0.021
H -3.357 0.465 6.487 0.032 -0.031 -0.066
H -2.966 -1.954 6.491 0.001 0.032 -0.039
H -4.307 0.734 2.819 -0.024 0.001 -0.041
H -6.416 1.645 1.942 0.048 0.002 -0.016
H -6.393 3.304 0.109 0.062 -0.025 0.024
H -4.235 4.059 -0.842 0.013 -0.039 0.036
H -2.110 3.134 0.015 -0.040 -0.013 0.015
H 1.077 1.196 3.256 0.011 0.034 0.005
H 2.246 2.843 4.684 -0.240 -0.022 0.009
H 1.264 5.091 5.039 -0.127 -0.105 0.003
H -0.870 5.693 3.942 0.014 -0.039 -0.022
H -2.042 4.050 2.525 0.039 0.015 0.016
Br -6.406 -1.831 -2.108 -0.053 -0.037 -0.030
C -4.729 -1.325 -1.463 -0.061 0.002 -0.065
C -4.339 -1.666 -0.181 0.020 -0.033 0.136
C -3.101 -1.241 0.253 -0.001 0.012 0.153
N -2.261 -0.534 -0.509 -0.342 -0.009 -0.040
C -2.635 -0.231 -1.765 0.139 0.125 -0.037
C -3.864 -0.609 -2.270 -0.023 0.032 -0.125
C -1.616 0.473 -2.580 -0.056 -0.094 0.031
C -1.922 1.067 -3.791 -0.152 -0.072 0.009
C -0.897 1.636 -4.523 0.009 0.068 -0.135
Br -1.263 2.451 -6.165 -0.013 0.023 -0.042
C 0.395 1.589 -4.037 0.119 -0.045 0.023
C 0.603 1.004 -2.802 0.152 -0.027 0.062
N -0.373 0.463 -2.071 -0.223 0.145 0.264
H -4.979 -2.241 0.473 0.021 0.027 -0.012
H -2.767 -1.472 1.255 -0.016 0.044 -0.048
H -4.140 -0.377 -3.288 0.003 0.001 0.042
H -2.937 1.101 -4.162 0.046 -0.012 0.019
H 1.224 2.000 -4.596 -0.023 -0.017 0.034
H 1.615 0.965 -2.408 -0.075 0.074 0.026
O 3.674 0.083 -1.544 -0.073 0.046 0.032
N 2.817 -0.692 -1.023 0.162 -0.361 -0.055
C 4.540 3.377 3.722 0.084 0.023 -0.141
C 3.626 4.456 3.238 0.086 0.079 -0.298
C 3.516 5.660 3.869 0.079 0.269 -0.183
C 2.667 6.656 3.353 0.106 -0.145 -0.230
Cl 2.542 8.130 4.154 -0.032 0.184 0.107
C 1.887 6.448 2.179 0.180 0.255 0.304
C 1.969 5.267 1.527 0.224 -0.269 -0.079
C 2.854 4.263 2.025 -0.114 0.286 0.155
O 3.026 3.114 1.454 0.268 -0.309 -0.595
C 2.558 2.876 0.098 0.039 -0.225 -0.032
C 1.176 2.226 0.089 -0.049 -0.067 0.434
O 0.213 2.919 -0.228 -0.076 -0.274 -0.062
O 1.163 0.982 0.422 -0.310 0.368 -0.326
H 4.801 3.537 4.766 0.005 0.014 -0.008
H 5.464 3.384 3.136 -0.039 -0.012 0.015
H 4.093 2.392 3.602 0.047 0.022 -0.016
H 4.087 5.857 4.767 -0.047 0.049 -0.006
H 1.222 7.229 1.834 0.042 0.004 0.069
H 1.340 5.073 0.669 0.021 -0.092 -0.002
H 3.277 2.196 -0.351 0.150 -0.044 0.122
H 2.516 3.801 -0.461 0.110 0.162 0.017

Energy relative to the best compared isomer or geometry (same formula, charge and spin), record by record: 1.9501 0.0000 eV